Here is 2 unconnected molecules or ions with the total composition CH2FO4S at a distorted geometry from the OMol25 dataset. Energies are from the ωB97M-V functional and the def2-TZVPD basis.

The geometry in XYZ format:
```
9
Properties=species:S:1:pos:R:3:forces:R:3:nbo_charge:R:1
S -0.57760 0.64963 0.00451 -3.3 1.5 -3.7 2.2511
F 0.04922 -1.75425 1.04147 -0.4 0.8 0.3 -0.3743
O -0.66352 1.22542 -1.38144 0.8 -1.6 3.5 -0.9272
O 0.57985 1.21942 0.81892 -1.3 1.6 2.0 -0.9333
O -0.43409 -1.77271 -1.07696 -1.5 -1.8 -3.1 -0.5559
O -1.83835 0.80396 0.75036 2.1 -0.3 -0.1 -0.9496
C -0.24531 -1.12954 -0.14617 2.7 1.2 2.3 0.6034
H 1.44360 1.06052 0.41037 0.8 -1.3 -1.1 0.5347
H 1.68620 -0.30245 -0.42106 0.1 -0.2 0.0 -0.6489
```
Positions in Å, forces in eV/Å.

total charge	-1
orbital gap	7.240	eV
relative energy (zero: lowest compared OMol25 entry of this formula, charge and spin)	83.4	kcal/mol

Here is 2 unconnected molecules or ions with the total composition C8H9ClN2O2S at a distorted geometry from the OMol25 dataset. Energies are from the ωB97M-V functional and the def2-TZVPD basis.

The geometry in XYZ format:
```
23
Properties=species:S:1:pos:R:3:forces:R:3:nbo_charge:R:1
Cl -1.03273 -1.81493 -1.18105 -0.1 -0.1 0.0 -0.0021
S -0.49000 -0.57718 1.46497 -0.2 -0.4 -0.7 1.0141
O -5.13031 -0.14894 0.43190 -0.5 -1.1 0.3 -0.5400
O -0.85938 1.18288 1.28157 0.4 -0.4 -0.5 -0.9849
N -2.52657 1.79252 -1.08291 0.7 0.1 -0.5 -0.6370
N -3.72164 1.48086 -0.47379 0.0 0.5 0.0 -0.3968
C 1.38127 0.62886 -0.24210 -0.1 0.2 0.0 -0.1436
C 3.49962 -0.39414 -0.73217 0.0 0.0 0.0 -0.1926
C 1.06200 -0.44987 0.55894 -0.1 0.1 0.4 -0.2231
C -4.34941 0.55157 -0.07587 0.1 0.6 0.0 0.8109
C -1.22996 -1.73044 0.54353 0.2 1.1 0.3 -0.6674
C 3.16561 -1.47419 0.07015 0.0 0.0 0.0 -0.2032
C 2.60434 0.64978 -0.89136 0.0 0.0 0.0 -0.2205
C 1.94386 -1.50549 0.71897 0.0 0.0 0.0 -0.2075
H -1.28322 1.48614 2.08692 -0.2 -0.1 0.3 0.4888
H -2.19753 -2.05852 0.88486 -0.1 -0.2 0.2 0.2364
H -1.76729 1.69008 -0.40226 -0.3 0.1 -0.1 0.3903
H 3.85679 -2.29296 0.19139 0.1 -0.1 0.0 0.2203
H 1.67030 -2.34291 1.34146 0.0 -0.1 0.1 0.2305
H 0.68390 1.44152 -0.36075 0.0 0.1 0.0 0.2300
H -2.58961 2.76502 -1.37808 0.0 -0.3 0.2 0.3599
H 2.85383 1.48814 -1.52307 0.0 0.1 -0.1 0.2191
H 4.45612 -0.36780 -1.23124 0.1 0.0 -0.1 0.2184
```
Positions in Å, forces in eV/Å.

orbital gap	8.945	eV
relative energy (zero: lowest compared OMol25 entry of this formula, charge and spin)	8.9	kcal/mol

Here is 4 unconnected molecules or ions with the total composition C18H48BrN3O3 at a distorted geometry from the OMol25 dataset. Energies are from the ωB97M-V functional and the def2-TZVPD basis.

The geometry in XYZ format:
```
73
Properties=species:S:1:pos:R:3:forces:R:3:mulliken_charge:R:1
Br -0.26089 0.51740 0.81064 0.2 -0.3 0.0 -0.6748
O -0.67861 -2.59987 -0.42938 -0.1 -0.2 0.3 -0.2992
O -5.95250 2.12679 -3.77992 0.4 0.1 0.2 -0.3257
O 4.60442 0.66934 1.07033 0.1 -0.4 0.0 -0.5263
N 4.69649 1.47268 3.99111 -0.2 0.9 -0.2 0.0083
N 2.33391 -3.01564 -0.68256 0.5 -0.4 -1.0 0.0968
N -4.25724 1.10463 -1.57277 0.5 -0.4 0.3 0.4554
C 2.00467 -1.82586 -1.55646 -0.6 -0.5 0.5 -0.6853
C 1.54603 -2.95049 0.58449 0.0 -0.1 1.3 -0.0771
C 3.80576 -3.12621 -0.43179 0.1 0.4 1.1 -0.8366
C 3.48871 1.10868 3.15781 -0.1 -0.7 -0.5 -0.6739
C -3.81374 2.50615 -1.29366 0.9 0.5 -0.5 -0.4690
C 5.07988 2.90023 3.65543 0.2 -0.7 0.1 -0.9108
C 0.09082 -3.39386 0.45214 -0.2 0.3 0.0 -0.8997
C 5.90763 0.63553 3.83156 0.5 -0.6 -0.1 -0.7653
C 1.99475 -4.28344 -1.43184 -0.8 0.5 0.1 -1.0492
C -4.08597 0.67851 -3.03311 -1.0 0.7 0.6 -0.6878
C -4.02300 -1.23554 -0.55449 1.6 0.2 -0.4 -1.4968
C -2.33686 2.74434 -1.59091 0.3 0.0 0.5 -0.9056
C 3.53426 1.39787 1.65302 0.6 0.4 0.8 -0.2402
C -3.36392 0.12740 -0.77724 -1.2 -0.1 0.4 -0.7022
C -6.92078 1.21923 -4.24714 -0.9 -0.5 0.4 -0.7508
C -4.62012 1.72597 -3.99509 -0.1 0.3 -0.7 -0.8628
C 4.27258 1.43078 5.43807 0.7 1.1 -0.1 -0.9255
C -5.69627 1.00089 -1.14221 0.6 -0.3 0.3 -1.1378
H 4.39866 -2.84275 -1.29581 -0.3 -0.4 -0.3 0.3634
H 3.62242 2.47972 1.54160 0.0 -0.1 -0.5 0.4744
H -7.88053 1.59120 -3.88660 0.0 0.1 -0.3 0.2774
H -4.94881 -1.18031 0.00271 -0.2 -0.2 -0.2 0.3783
H 0.09986 -4.43442 0.12202 -0.4 0.1 0.0 0.4696
H 6.56788 0.90984 4.65129 0.1 -0.2 0.0 0.3988
H 1.66010 -1.96354 1.03576 -0.2 0.3 -0.5 0.1218
H -3.28976 -1.78588 0.04056 -0.2 0.0 0.2 0.4498
H -2.43990 0.05450 -1.33591 0.1 -0.1 0.2 0.5985
H 2.67218 1.66322 3.61587 -0.2 -0.2 -0.1 0.3236
H -6.11880 0.09635 -1.56812 -0.1 0.1 0.0 0.4101
H 4.13413 -2.46112 0.36779 -0.4 0.2 0.0 0.2643
H -6.24364 1.88001 -1.45656 0.0 0.0 0.0 0.3843
H 2.60600 -1.83101 -2.45918 0.1 -0.1 0.0 0.3805
H 5.86624 3.22065 4.33448 -0.2 0.1 0.2 0.3857
H -2.03871 3.71690 -1.19272 -0.4 0.3 -0.5 0.4355
H 2.01516 -5.09975 -0.71542 0.5 -0.2 -0.2 0.4272
H -4.53968 1.40864 -5.04076 0.3 -0.4 0.1 0.5296
H -0.93442 -1.81900 0.10709 0.3 0.2 -0.5 -0.0653
H 5.28077 1.21061 0.65515 -0.3 0.3 -0.1 0.3151
H 5.11820 1.82890 5.99921 0.1 -0.4 0.2 0.4335
H 2.59143 1.05028 1.22879 -0.2 0.2 0.1 0.0094
H -4.65727 -0.24576 -3.03835 0.3 -0.2 -0.5 0.5446
H -5.66164 0.90540 -0.05970 -0.3 0.2 0.0 0.4263
H 1.99603 -3.60903 1.33542 0.2 -0.3 -0.4 0.3935
H 2.67730 -4.37058 -2.26987 0.1 -0.2 0.1 0.3815
H 4.00968 0.42998 5.75707 -0.1 0.0 -0.1 0.3711
H 4.17347 3.49341 3.71481 0.2 0.3 0.0 0.3839
H 6.42594 0.79986 2.89119 -0.3 0.3 0.0 0.3455
H -2.08872 2.66760 -2.64732 0.1 0.1 0.0 0.2277
H -3.98544 2.61096 -3.92715 -0.2 0.1 0.1 0.2678
H -6.84754 0.21760 -3.80130 0.4 0.0 0.0 0.2929
H 0.94615 -1.97401 -1.76561 0.1 0.5 -0.2 0.4009
H -3.02817 0.52874 -3.21893 0.0 -0.2 0.0 0.3975
H 3.34208 0.03205 3.25914 -0.1 0.1 0.4 0.3751
H -0.40081 -3.37016 1.42893 0.5 -0.1 0.2 0.3983
H -3.97050 2.76448 -0.24825 -0.4 -0.4 0.1 0.5147
H -4.02124 -1.78006 -1.49846 -0.8 -0.2 0.1 0.3555
H 2.13535 -0.93143 -0.95990 0.1 0.2 0.0 0.1988
H 3.49914 2.18203 5.58187 -0.4 -0.4 -0.1 0.4164
H 5.68354 -0.42938 3.86493 -0.3 0.1 0.3 0.3357
H 3.97060 -4.14643 -0.09617 0.3 0.0 -0.2 0.3994
H -4.45536 3.13683 -1.90581 0.0 0.1 0.1 0.5111
H -3.15233 0.56302 0.19754 0.0 0.3 -0.2 0.4457
H -1.66049 2.11567 -1.00216 -0.3 -0.4 -0.2 0.0347
H 5.51519 2.90586 2.66044 -0.2 0.1 -0.1 0.4017
H 0.97135 -4.22135 -1.79862 0.1 0.2 -0.1 0.4074
H -6.96511 1.09617 -5.33104 0.3 0.3 -0.1 0.3491
```
Positions in Å, forces in eV/Å.

total charge	+2
orbital gap	8.362	eV
relative energy (zero: lowest compared OMol25 entry of this formula, charge and spin)	0.0	kcal/mol

Here is 7 unconnected molecules or ions with the total composition C26H50BrClN3O27S6 at a distorted geometry from the OMol25 dataset. Energies are from the ωB97M-V functional and the def2-TZVPD basis.

The geometry in XYZ format:
```
114
Properties=species:S:1:pos:R:3:forces:R:3:mulliken_charge:R:1
Br -3.64220 -0.02946 -3.04112 0.0 -0.1 0.0 -0.0273
Cl -6.40648 0.16387 -1.37337 -0.2 -0.1 -0.2 -0.1124
S -0.30115 -3.48809 -5.79495 0.0 0.0 0.1 0.8913
S 1.85996 3.89605 5.42221 0.0 0.0 0.0 1.0068
S -0.92393 -10.22296 -6.70674 0.0 0.0 0.0 1.0887
S -0.00480 -0.51663 -11.34017 0.0 0.0 0.0 1.1059
S 0.26513 9.96831 5.94513 0.0 0.1 0.3 1.1282
S 3.62030 -1.62362 6.01964 0.1 0.0 0.1 1.2018
O -3.46607 3.78247 3.37753 0.5 0.0 -0.5 -0.5444
O -1.82774 -9.11505 -7.41396 0.0 0.0 -0.2 -0.3412
O -1.10926 10.30781 5.91186 0.0 -0.1 -0.1 -0.5487
O 0.73381 -3.27936 -4.84576 0.1 0.0 0.1 -0.5395
O -1.07442 -0.80733 -10.44796 -0.1 0.0 0.0 -0.5224
O 0.54877 4.42616 6.16573 -0.1 0.0 -0.2 -0.3382
O 0.05064 -2.67124 -7.10527 0.1 0.1 0.0 -0.2390
O 3.58035 -0.30655 5.49691 0.0 0.1 0.0 -0.4915
O 1.35627 -0.39559 -10.51649 0.1 0.0 0.0 -0.3076
O 0.36198 -1.85074 -12.12137 0.0 -0.1 0.1 -0.3136
O 0.23279 -9.23665 -6.21894 0.0 0.1 0.1 -0.3358
O -1.59381 -2.66548 -5.37940 -0.2 0.0 -0.1 -0.2807
O 4.35228 -2.59944 4.99286 0.0 -0.1 0.0 -0.2987
O -0.09392 0.57787 -12.23133 0.0 0.1 0.0 -0.5341
O 1.11469 11.17002 6.53262 0.2 0.0 -0.1 -0.2967
O -1.58377 -10.72879 -5.55772 0.0 0.0 0.0 -0.5347
O 2.42778 -2.26087 6.45539 -0.1 0.0 -0.1 -0.5845
O 0.49622 8.95187 7.16254 0.0 0.1 0.1 -0.2472
O 4.72277 -1.67937 7.16029 0.1 0.1 0.0 -0.3065
O -1.67197 0.42242 -1.07695 0.1 -0.2 0.5 -0.3024
O -0.43035 -11.09672 -7.70688 0.0 0.0 0.0 -0.5292
O 1.45671 2.86586 4.52806 -0.1 -0.1 0.0 -0.3673
O 2.17712 5.22451 4.60141 0.0 0.0 0.2 -0.3715
O -0.32988 -2.28244 -0.33612 -0.2 0.2 0.0 -0.4735
O 0.92914 9.47055 4.79241 -0.1 0.0 -0.1 -0.5735
O -0.70268 -4.81032 -6.11984 0.0 -0.1 0.0 -0.4481
O 2.90328 3.68352 6.35534 0.0 0.0 0.0 -0.5731
N -2.60462 -0.40060 -0.38396 -0.4 0.2 0.0 0.3592
N -2.73722 0.55147 1.80563 0.4 0.0 0.3 0.2722
N -4.39143 0.91437 0.18842 -0.5 -1.0 0.3 -0.2244
C -3.36235 2.90894 2.33304 0.8 -1.3 -0.2 0.8750
C 1.08731 6.15679 4.71407 -0.2 0.1 -0.3 -0.1243
C 5.61394 -2.78560 6.93719 -0.1 -0.2 0.0 -0.3862
C -0.32115 -2.51571 4.39874 0.4 0.0 0.1 -1.6125
C 0.47996 5.86195 6.06549 0.2 0.2 0.2 -0.2649
C -2.07331 3.54935 2.66282 -2.4 2.1 1.9 -1.1290
C 1.74985 -2.18354 -11.94545 0.2 0.1 -0.1 -0.3293
C -0.07168 -1.02759 4.18233 0.0 -0.2 0.1 0.8748
C 1.49793 9.46646 8.06254 0.2 0.0 0.0 -0.3067
C 2.07768 -1.63934 -10.56906 -0.1 -0.2 0.1 -0.1195
C -3.20492 0.41644 0.60988 0.4 0.0 -0.2 0.0161
C 1.36296 10.97023 7.93536 -0.2 0.0 0.2 -0.3900
C -1.42361 -7.80356 -6.99197 0.0 0.1 0.3 -0.2201
C -3.74081 -0.80165 -1.26618 0.0 0.4 -0.4 -0.5209
C 1.51762 -1.50201 -1.71372 0.0 0.1 0.3 -1.4784
C -1.37032 -0.30501 3.76266 0.0 0.2 0.0 -1.2740
C -3.46219 1.42336 2.73345 -0.2 1.0 -0.3 -1.5633
C -1.63675 -1.41885 -6.10254 0.2 0.2 0.0 -0.2974
C -1.48863 -0.15996 2.25716 -0.4 -0.2 0.0 -0.0422
C -4.97057 -0.27487 -0.49550 0.1 0.6 0.0 -0.1842
C 0.07316 -7.93433 -6.80160 0.1 0.1 -0.2 -0.1858
C 5.69690 -2.87499 5.42587 0.2 0.1 0.0 -0.3073
C -1.02108 -1.76207 -7.44333 -0.3 0.0 -0.1 -0.2716
C 0.02835 -1.39272 -1.39660 0.1 -0.1 0.0 0.7583
C 1.10954 -0.80807 3.23780 -0.2 0.1 -0.1 -1.1375
C -0.30382 0.00504 -0.93291 0.1 -0.1 -0.3 -0.3610
H 6.36109 -2.11716 5.00891 0.0 0.0 0.0 0.2809
H 2.02905 -1.05635 3.75836 0.0 -0.1 -0.1 0.0180
H 1.02305 -1.43040 2.34464 0.0 -0.1 -0.1 0.2355
H 1.29313 9.10450 9.06560 -0.1 -0.1 0.0 0.3317
H 1.06361 6.30241 6.87357 0.0 0.0 0.0 0.2491
H 1.45665 7.17341 4.62932 0.2 -0.1 0.0 0.2670
H 1.86808 -3.26029 -12.01792 -0.2 0.0 0.0 0.3127
H -0.61417 -0.90444 -7.96778 0.1 -0.1 0.0 0.2889
H -1.92791 -7.55876 -6.05621 0.0 0.0 0.0 0.3046
H 1.71202 -2.29428 -9.77563 0.0 0.0 0.0 0.1155
H -5.00649 1.25402 0.92035 0.0 0.2 -0.1 0.4074
H -3.80731 3.22364 1.38531 -0.1 -0.1 0.1 0.4492
H 2.26390 11.50643 8.21557 0.0 0.0 -0.2 0.3037
H -1.52558 -1.13805 1.78194 0.2 0.0 -0.2 0.3616
H -4.49917 1.09368 2.82516 0.0 -0.1 0.1 0.5814
H 1.20465 0.23233 2.92307 0.1 0.1 0.1 0.2655
H 5.17755 -3.68400 7.37580 0.0 0.0 0.0 0.2910
H 0.37864 5.95961 3.90668 0.0 0.0 0.0 0.1608
H -0.64623 0.38771 1.87591 0.2 0.2 -0.1 0.0164
H 5.98911 -3.85886 5.07181 -0.1 0.0 0.0 0.3045
H -0.55067 -1.64865 -2.28881 -0.1 0.1 -0.1 0.0308
H -1.49323 3.32054 3.54454 0.8 -0.8 -0.6 0.3866
H 0.60612 -2.99140 4.71689 0.0 0.0 0.0 0.3776
H -0.55305 6.18743 6.14208 -0.1 -0.2 0.0 0.3536
H 1.70413 -2.30039 -2.42016 0.0 -0.2 -0.1 0.3490
H 0.18735 -3.08122 -0.43198 0.1 -0.3 0.0 0.3251
H 1.92655 -0.58456 -2.13149 0.0 0.0 -0.1 0.4038
H -2.23604 -0.84279 4.15370 0.0 -0.1 0.1 0.3772
H 3.13529 -1.44163 -10.42575 0.0 0.2 0.0 0.3220
H -3.77106 -1.86826 -1.43267 0.1 -0.1 0.2 0.4397
H -1.69306 -7.07899 -7.75327 -0.1 -0.1 -0.1 0.2785
H -0.64057 -3.01156 3.48023 -0.2 0.0 0.0 0.2894
H -1.93686 4.52568 2.22037 0.8 -0.3 -0.5 0.4415
H -2.99199 1.37363 3.70108 -0.1 -0.2 0.2 0.4270
H 0.04095 0.11712 0.08351 0.0 0.0 0.4 -0.0286
H -5.28411 -0.98711 0.26535 0.0 -0.2 -0.1 0.3767
H 2.32975 -1.69323 -12.72789 0.0 0.0 0.0 0.2879
H -1.05189 -0.67773 -5.55472 0.0 0.0 0.0 0.2466
H 6.56834 -2.57099 7.40726 0.0 0.1 0.0 0.3109
H 0.47851 -7.18518 -6.12971 0.0 -0.1 0.1 0.2159
H -1.72427 -2.28040 -8.09378 0.0 0.0 0.0 0.2541
H 2.47718 9.11561 7.73373 0.0 0.0 0.0 0.2899
H 0.60611 -7.90760 -7.75379 0.0 0.0 0.0 0.2776
H 2.06390 -1.70905 -0.79234 0.0 0.0 0.0 0.3897
H 0.51201 11.35270 8.50026 0.0 0.0 0.0 0.3071
H -1.04214 -2.69244 5.19510 -0.2 0.0 -0.1 0.4361
H 0.22902 -0.60727 5.14228 -0.1 0.0 0.1 0.3399
H 0.23290 0.73522 -1.53300 -0.2 0.1 -0.2 0.5645
H -2.66724 -1.08769 -6.18133 -0.1 -0.2 0.0 0.3611
H -1.37027 0.67529 4.23882 0.1 0.1 0.0 0.5591
```
Positions in Å, forces in eV/Å.

total charge	+1
orbital gap	9.070	eV

Here is 2 unconnected molecules or ions with the total composition C4H6O2 at a distorted geometry from the OMol25 dataset. Energies are from the ωB97M-V functional and the def2-TZVPD basis.

The geometry in XYZ format:
```
12
Properties=species:S:1:pos:R:3:forces:R:3:nbo_charge:R:1
O 1.96787 0.09842 0.15963 2.7 -1.6 0.9 -0.7395
O -1.99993 1.20029 0.18791 2.1 -1.7 -1.1 -0.9500
C -0.64906 -1.21939 -0.72194 0.5 0.8 0.5 -0.1500
C -0.24192 0.03333 -0.07832 -4.6 -1.4 0.8 0.2600
C 0.91176 0.98878 -0.08341 0.3 -0.2 3.2 -0.1090
C -0.47680 -1.31749 0.58874 0.4 4.2 -4.5 -0.1170
H 0.92159 1.79768 0.77686 -0.7 -1.3 -2.2 0.2115
H 2.14817 -0.30758 1.05121 -1.1 1.2 -1.2 0.4841
H -2.52546 0.93132 -0.60444 0.7 0.2 0.8 0.4283
H 1.20530 1.29979 -1.05534 -0.6 1.1 -0.8 0.2128
H -0.90716 -1.70032 -1.68179 0.2 0.3 0.9 0.2434
H -0.35436 -1.80483 1.46088 0.0 -1.7 2.6 0.2255
```
Positions in Å, forces in eV/Å.

orbital gap	9.485	eV
relative energy (zero: lowest compared OMol25 entry of this formula, charge and spin)	145.2	kcal/mol

DFT total energy: -22810.582, -38871.357, -100084.760, -235086.976, -8334.163 (eV)
Highest occupied orbital energy: -3.36, -8.64, -12.53, -12.10, -8.88 (eV)